(1)
The following is a DFT calculation (wB97M-V/def2-TZVPD) of a 12-piece molecular cluster, H24O12 overall.

Structure (XYZ):
```
36
Properties=species:S:1:pos:R:3:mulliken_charge:R:1
H 0.306 2.404 -3.207 0.3228
O 3.726 -1.219 3.872 -0.6388
H -0.827 0.980 0.157 0.3291
H 1.967 -3.883 -5.906 0.3140
O -2.148 7.131 -1.227 -0.6340
O 0.534 3.301 -3.449 -0.6385
H -1.202 7.081 -1.367 0.3190
H 2.921 -1.362 3.375 0.3196
H 4.814 -1.281 -2.317 0.3222
H -1.217 -4.857 -3.620 0.3094
O -3.869 -3.262 1.733 -0.6371
H 1.969 5.744 4.500 0.3193
H 1.654 -2.997 -4.719 0.3131
H -3.710 -3.696 0.895 0.3175
O -0.538 0.152 -0.226 -0.6463
H 4.429 -1.402 3.248 0.3196
H -2.070 -4.714 -4.863 0.3219
H 1.491 3.311 -3.459 0.3146
H -3.707 4.234 2.861 0.3177
H 2.400 -4.719 -1.348 0.3203
O 4.353 -1.389 -1.485 -0.6366
H 2.209 4.997 3.206 0.3167
H -3.149 -1.068 5.176 0.3213
H -2.320 4.114 3.456 0.3239
O -3.133 -0.293 5.738 -0.6413
O 1.510 5.314 3.778 -0.6339
H -2.439 6.219 -1.235 0.3150
H -1.218 -0.475 0.019 0.3187
O 1.980 -2.970 -5.618 -0.6268
H 2.336 -6.231 -1.307 0.3201
H -3.051 0.442 5.130 0.3169
H 3.824 -0.597 -1.398 0.3159
O -3.070 3.591 3.174 -0.6408
O 1.802 -5.447 -1.180 -0.6403
O -2.096 -4.613 -3.911 -0.6336
H -4.461 -2.541 1.522 0.3196
```

Properties
* HOMO-LUMO gap: 0.4084 Eh
* structure (SMILES): O.O.O.O.O.O.O.O.O.O.O.O
* LUMO: -0.16 eV
* net charge: 0


(2)
The following is a DFT calculation (wB97M-V/def2-TZVPD) of a 12-piece molecular cluster, H24O12 overall.

Structure (XYZ):
```
36
Properties=species:S:1:pos:R:3:mulliken_charge:R:1
H -1.010 -0.920 1.192 0.3633
O 0.817 -2.701 -1.415 -0.6020
H -0.181 0.707 0.214 0.3971
H 0.867 -1.424 -2.548 0.3077
O -3.381 0.617 -1.003 -0.6918
H 2.890 -0.859 -0.851 0.2442
O 2.591 -0.175 -0.275 -0.5008
H 2.202 -0.697 3.210 0.2815
H -1.233 -1.094 -1.519 0.2904
H -2.663 0.026 -1.255 0.4433
H 1.850 1.315 2.202 0.3664
O -3.406 1.223 1.931 -0.6364
H 0.904 -0.229 -0.248 0.1249
H 1.800 1.855 -3.273 0.2804
H 2.156 2.590 2.835 0.2998
O -0.043 -0.169 -0.143 -0.2671
H -3.580 1.655 2.838 0.2775
H -0.064 -3.077 -1.246 0.2637
H 1.601 1.062 -2.048 0.3682
H 1.593 -1.060 1.808 0.2505
H -2.045 -1.932 -0.629 0.4068
H -0.796 2.740 0.292 0.2988
H 3.235 -0.272 0.399 0.2285
O -0.815 2.089 1.058 -0.8111
O -2.074 -1.564 -1.515 -0.7908
H 1.474 -3.382 -1.148 0.2555
H 1.429 -1.166 -3.874 0.2779
H -2.170 -0.412 1.961 0.3423
O 2.176 1.744 -2.416 -0.6497
O 1.797 2.263 2.067 -0.6395
H -2.589 1.627 1.571 0.4362
O -1.825 -1.249 1.609 -0.6965
H -0.012 2.042 1.563 0.3615
O 0.962 -0.732 -3.191 -0.5543
H -4.038 -0.040 -0.661 0.2781
O 1.588 -0.388 2.520 -0.6046
```

Properties
* HOMO-LUMO gap: 0.3379 Eh
* structure (SMILES): O.O.O.O.O.O.O.O.O.O.O.O
* LUMO: -0.51 eV
* net charge: 0


(3)
The following is a DFT calculation (wB97M-V/def2-TZVPD) of a 12-piece molecular cluster, H24O12 overall.

Structure (XYZ):
```
36
Properties=species:S:1:pos:R:3:mulliken_charge:R:1
H 2.792 0.372 2.841 0.2253
H -1.103 2.021 1.319 0.2475
O -0.919 0.480 4.736 -0.6486
H -1.497 -0.309 4.624 0.2993
H 4.284 -0.861 -1.495 0.2829
H -0.533 -0.692 -3.719 0.3146
H 0.937 2.099 2.046 0.2889
H -0.675 0.007 -5.063 0.3040
O 3.651 -0.414 -0.934 -0.5879
H -1.017 -0.070 -0.648 0.3110
O -1.708 -2.262 -2.890 -0.6185
H -0.777 -2.478 -2.752 0.2825
H 0.401 -0.901 -1.143 0.1528
H 1.199 -1.979 -0.317 0.2699
H -0.685 -3.282 -1.252 0.2004
H -4.100 3.486 1.763 0.3249
H 0.666 -3.986 -1.361 0.3263
O 2.015 0.408 2.261 -0.4338
H 1.696 -0.424 2.411 0.2346
O -1.369 1.236 1.787 -0.5425
O -3.940 2.825 1.045 -0.6317
H -0.021 0.919 -1.167 0.2127
O 1.598 2.321 2.733 -0.5627
H 2.839 -0.798 -1.037 0.3469
H 1.794 0.974 -1.805 0.3024
O 0.579 -1.168 -0.286 -0.4858
H 2.593 0.645 -3.104 0.2991
O -0.065 -3.800 -0.764 -0.6076
O -1.164 -0.600 -4.511 -0.6076
H -2.115 -2.554 -2.080 0.3551
H -2.309 1.198 1.603 0.2459
H 1.312 3.151 2.967 0.2559
H -4.678 2.282 1.197 0.3056
O -0.462 0.592 -0.356 -0.3799
O 1.761 0.418 -2.542 -0.6410
H -0.824 0.896 3.932 0.3591
```

Properties
* HOMO-LUMO gap: 0.3478 Eh
* structure (SMILES): O.O.O.O.O.O.O.O.O.O.O.O
* LUMO: -0.14 eV
* net charge: 0


(4)
The following is a DFT calculation (wB97M-V/def2-TZVPD) of a 12-piece molecular cluster, H24O12 overall.

Structure (XYZ):
```
36
Properties=species:S:1:pos:R:3:mulliken_charge:R:1
O 2.230 3.807 -0.803 -0.6575
O 0.394 -1.787 3.170 -0.5941
H 2.721 -3.240 2.418 0.3242
H 2.554 -2.558 1.070 0.2628
O 0.310 3.629 0.047 -0.6322
H 2.247 0.755 -2.883 0.2914
H 1.840 3.156 -0.210 0.3700
H -1.815 2.490 3.441 0.3218
H -3.693 -0.119 0.229 0.2075
H 3.163 0.574 -1.684 0.3117
H 2.693 -2.477 -2.395 0.3146
O -4.787 1.688 -1.654 -0.6060
H -0.774 0.043 -0.496 0.2718
H -5.190 -2.409 -1.376 0.2882
O -0.360 -0.817 -0.628 -0.5462
O -2.103 3.051 2.713 -0.6219
H -0.644 3.631 0.184 0.2838
H -5.164 1.222 -0.899 0.3397
O -5.731 -3.199 -1.262 -0.6245
H 5.116 -0.098 1.326 0.2937
H -5.161 -3.918 -1.557 0.3325
H 3.754 -0.455 0.753 0.2903
H 3.018 3.371 -1.145 0.2963
O 2.994 -3.302 1.496 -0.6036
H -1.101 -1.412 -0.790 0.2947
H -1.322 3.128 2.153 0.2983
H 3.990 -3.144 -1.965 0.3118
O 3.651 -2.394 -2.467 -0.6240
H 0.429 -2.507 2.530 0.3130
H 1.208 -1.295 3.014 0.2878
O -3.847 -0.807 0.885 -0.5538
H -4.218 -1.537 0.377 0.3106
O 2.390 1.067 -1.983 -0.5917
O 4.585 -0.021 0.526 -0.5863
H -3.841 1.515 -1.587 0.2981
H 0.463 4.371 -0.548 0.3272
```

Properties
* HOMO-LUMO gap: 0.3634 Eh
* structure (SMILES): O.O.O.O.O.O.O.O.O.O.O.O
* LUMO: -0.54 eV
* net charge: 0


(5)
The following is a DFT calculation (wB97M-V/def2-TZVPD) of a 12-piece molecular cluster, H24O12 overall.

Structure (XYZ):
```
36
Properties=species:S:1:pos:R:3:mulliken_charge:R:1
H -0.059 0.856 3.896 0.3205
H -3.308 2.465 -0.568 0.2661
H 0.392 -1.400 -3.979 0.3038
O -1.026 -3.193 -0.669 -0.5822
O 3.717 -0.496 -0.155 -0.6670
H 3.036 -1.140 0.069 0.3932
O -1.250 -1.139 1.897 -0.5523
H 2.212 -2.122 1.529 0.3270
H 3.344 0.338 0.141 0.3444
H 1.618 1.166 1.846 0.3681
O -2.513 1.934 -0.476 -0.6271
O 1.067 -1.356 -3.298 -0.6201
H -0.684 -1.804 2.301 0.2809
H -0.900 0.472 -0.775 0.2009
H -1.347 -2.360 -0.312 0.2712
H 2.479 2.114 -1.079 0.2922
H 0.105 0.083 2.592 0.3003
H 0.672 -0.822 -2.601 0.3326
H 0.357 -0.181 -0.218 0.1383
O 0.597 0.596 3.245 -0.7075
O 1.733 -2.277 0.709 -0.6583
H -1.985 1.282 1.679 0.2700
H 2.959 1.890 1.769 0.2863
H -2.136 -1.360 2.199 0.2591
H 1.412 -3.180 0.783 0.2756
H -3.536 -0.635 -3.651 0.2939
H 1.085 2.168 -1.668 0.3097
O 0.038 0.359 -0.948 -0.2804
H -1.798 2.523 -0.738 0.3268
O 1.870 2.703 -1.528 -0.6513
H -1.685 2.631 2.308 0.3259
O 2.183 1.670 1.247 -0.5581
O -2.600 -0.636 -3.437 -0.5970
H -2.485 0.120 -2.854 0.3125
H -1.263 -3.165 -1.599 0.3115
O -2.304 1.897 2.343 -0.6096
```

Properties
* HOMO-LUMO gap: 0.3680 Eh
* structure (SMILES): O.O.O.O.O.O.O.O.O.O.O.O
* LUMO: -0.36 eV
* net charge: 0


(6)
The following is a DFT calculation (wB97M-V/def2-TZVPD) of a 12-piece molecular cluster, H24O12 overall.

Structure (XYZ):
```
36
Properties=species:S:1:pos:R:3:mulliken_charge:R:1
H 0.133 -3.422 -1.782 0.3847
H -0.493 1.937 1.192 0.4676
O -2.138 -1.647 0.051 -0.6423
H 0.873 -2.304 -3.372 0.3165
H 1.690 1.008 -3.972 0.2988
H 1.146 -1.651 1.347 0.2531
O -1.337 -0.403 2.388 -0.6180
H -3.512 1.185 0.745 0.2981
H 1.299 2.692 0.662 0.3440
H 2.776 2.445 0.438 0.2806
H 1.475 0.335 2.596 0.3527
H -0.811 2.555 -2.976 0.2898
H -1.825 -1.147 0.805 0.2876
O 2.073 3.063 0.239 -0.6408
O 1.554 -1.407 0.517 -0.5875
O -0.791 -3.508 -1.549 -0.6642
H -2.939 -2.070 0.359 0.2566
O 0.080 0.480 -0.575 -0.0576
O 1.890 0.334 -3.323 -0.6622
H 2.394 0.180 3.789 0.2755
O -2.569 1.318 0.838 -0.5980
O -1.522 2.350 -2.370 -0.6457
H -2.014 -0.370 3.064 0.2744
H -1.211 1.586 -1.884 0.3024
H -2.326 0.788 1.598 0.2443
H -0.632 2.546 2.571 0.3212
O 1.846 -0.322 3.186 -0.6196
H 1.848 -2.236 0.140 0.2620
H 0.865 0.023 -0.273 0.1920
H 1.503 0.661 -2.511 0.3191
H -0.624 -0.161 -0.478 0.1906
H 1.546 -1.379 -2.380 0.3184
O -0.022 2.463 1.837 -0.7120
H -1.004 -2.686 -1.106 0.3705
H -0.638 -0.930 2.774 0.2239
O 1.415 -2.305 -2.583 -0.6766
```

Properties
* HOMO-LUMO gap: 0.3598 Eh
* structure (SMILES): O.O.O.O.O.O.O.O.O.O.O.O
* LUMO: -0.55 eV
* net charge: 0


(7)
The following is a DFT calculation (wB97M-V/def2-TZVPD) of a 12-piece molecular cluster, H24O12 overall.

Structure (XYZ):
```
36
Properties=species:S:1:pos:R:3:mulliken_charge:R:1
H 26.136 -13.937 0.712 0.2785
H 26.016 -13.354 -4.433 0.3035
H 25.201 -17.572 -1.557 0.4023
H 26.385 -16.774 -4.585 0.3299
H 25.093 -18.758 -2.539 0.3044
O 25.722 -14.231 1.550 -0.6094
H 26.785 -15.343 2.496 0.4194
H 27.052 -16.826 -3.203 0.3148
H 25.117 -17.890 1.915 0.3100
O 22.994 -15.325 2.637 -0.6321
H 27.524 -15.358 3.809 0.3316
H 25.627 -16.941 2.915 0.3605
H 26.599 -13.667 -1.113 0.5604
O 24.788 -17.280 2.591 -0.7352
H 22.076 -15.257 -0.330 0.3861
H 25.521 -15.897 -0.896 0.2116
H 22.078 -15.526 2.570 0.2979
O 27.247 -15.975 3.107 -0.7138
H 22.449 -16.613 -0.247 0.2750
H 25.229 -16.246 0.585 0.1688
H 23.254 -13.257 -0.584 0.2675
O 21.682 -16.096 -0.408 -0.6521
H 27.793 -15.187 -0.860 0.2735
O 25.643 -18.332 -1.916 -0.6184
H 26.131 -14.590 -3.454 0.3360
H 23.554 -16.167 2.430 0.3982
H 27.712 -14.447 -2.130 0.3183
O 24.873 -16.266 -0.292 -0.3717
H 23.888 -14.230 0.367 0.3968
O 25.519 -13.941 -3.813 -0.6105
H 27.243 -12.390 -0.458 0.2909
O 27.207 -16.596 -4.113 -0.6709
O 23.079 -13.785 0.177 -0.7085
O 27.193 -15.110 -1.637 -0.7658
O 26.408 -12.839 -0.694 -0.6952
H 25.745 -13.472 2.111 0.2478
```

Properties
* HOMO-LUMO gap: 0.3323 Eh
* structure (SMILES): O.O.O.O.O.O.O.O.O.O.O.O
* LUMO: -0.82 eV
* net charge: 0